{"formula": "C6H34N2O9", "method": "the ωB97M-V functional and the def2-TZVPD basis", "elements": ["C", "C", "C", "N", "C", "C", "C", "N", "H", "H", "H", "H", "H", "H", "H", "H", "H", "H", "H", "H", "H", "H", "H", "H", "O", "H", "H", "O", "H", "H", "O", "H", "H", "O", "H", "H", "O", "H", "H", "O", "H", "H", "O", "H", "H", "O", "H", "H", "O", "H", "H"], "xyz": [[1.252, -2.038, -0.620], [0.222, -0.985, -1.040], [0.917, 0.233, -1.674], [-0.669, -0.661, 0.133], [-1.891, 0.030, -0.319], [0.021, 0.109, 1.175], [0.347, -0.840, 2.368], [1.279, -0.117, 3.270], [0.719, -2.934, -0.119], [2.001, -1.619, 0.062], [1.772, -2.460, -1.538], [-0.478, -1.431, -1.829], [0.321, 1.105, -1.578], [1.033, 0.077, -2.740], [1.887, 0.401, -1.205], [-2.580, 0.109, 0.525], [-1.696, 1.106, -0.704], [-2.388, -0.535, -1.089], [0.976, 0.598, 0.843], [-0.624, 0.957, 1.553], [-0.558, -1.148, 2.828], [0.926, -1.699, 1.999], [0.905, 0.816, 3.463], [1.388, -0.588, 4.137], [-1.930, -3.288, -0.091], [-1.436, -2.494, 0.219], [-2.722, -3.380, 0.469], [-1.879, 3.137, 1.871], [-2.515, 2.435, 1.759], [-1.375, 3.135, 0.987], [-0.366, 2.986, -0.341], [0.497, 2.915, 0.129], [-0.271, 3.805, -0.837], [1.390, -1.822, -4.439], [0.478, -1.536, -4.360], [1.855, -1.526, -3.641], [-2.620, -2.510, -2.557], [-2.364, -2.849, -1.738], [-2.789, -3.337, -3.071], [3.267, 0.702, 1.368], [2.822, 0.377, 2.211], [2.965, 0.069, 0.677], [1.817, 2.949, 1.176], [1.379, 2.856, 1.999], [2.456, 2.141, 1.213], [0.301, 2.771, 3.378], [-0.532, 2.913, 2.914], [0.403, 3.465, 3.957], [-1.092, -0.883, -4.039], [-1.145, -0.055, -3.573], [-1.678, -1.463, -3.544]], "nbo_charge": [-0.625, -0.063, -0.664, -0.507, -0.434, -0.255, -0.223, -0.884, 0.227, 0.182, 0.230, 0.225, 0.237, 0.225, 0.195, 0.190, 0.201, 0.214, 0.207, 0.202, 0.176, 0.190, 0.395, 0.368, -0.988, 0.510, 0.481, -0.991, 0.474, 0.510, -0.994, 0.517, 0.485, -0.970, 0.494, 0.452, -0.973, 0.500, 0.483, -0.969, 0.514, 0.473, -1.015, 0.485, 0.506, -0.986, 0.510, 0.479, -0.968, 0.470, 0.502], "total_charge": 0, "homo_lumo_gap_ev": 9.57, "spin_multiplicity": 1, "total_energy_ev": -28182.3609, "max_force_ev_per_a": 3.7, "smiles": "CC(C)N(C)CCN.O.O.O.O.O.O.O.O.O"}

{"formula": "C20H27FN4O4", "method": "the ωB97M-V functional and the def2-TZVPD basis", "elements": ["C", "C", "N", "C", "C", "C", "N", "C", "O", "C", "C", "C", "O", "N", "N", "C", "C", "O", "C", "C", "C", "C", "C", "C", "F", "C", "C", "O", "C", "H", "H", "H", "H", "H", "H", "H", "H", "H", "H", "H", "H", "H", "H", "H", "H", "H", "H", "H", "H", "H", "H", "H", "H", "H", "H", "H"], "xyz": [[1.993, -0.865, 3.386], [1.864, -0.254, 1.993], [0.506, 0.163, 1.658], [-0.314, -0.484, 0.625], [0.207, -1.792, 0.038], [0.219, -2.967, 1.008], [-0.666, -2.088, -1.095], [-0.242, -2.872, -2.115], [0.885, -3.340, -2.161], [-1.258, -3.125, -3.170], [-2.633, -2.969, -3.147], [-3.028, -3.385, -4.424], [-4.294, -3.421, -4.890], [-2.005, -3.760, -5.169], [-0.922, -3.598, -4.386], [0.387, -3.938, -4.917], [-0.068, 1.301, 2.160], [-1.235, 1.573, 1.942], [0.826, 2.299, 2.921], [1.637, 3.133, 1.917], [0.895, 3.589, 0.684], [1.382, 3.253, -0.575], [0.728, 3.649, -1.735], [-0.428, 4.387, -1.609], [-1.077, 4.778, -2.727], [-0.948, 4.737, -0.378], [-0.281, 4.333, 0.766], [0.048, 3.179, 3.691], [-0.619, 2.536, 4.760], [2.993, -1.279, 3.522], [1.828, -0.125, 4.170], [1.266, -1.662, 3.534], [2.552, 0.587, 1.894], [2.184, -0.977, 1.247], [-1.305, -0.664, 1.050], [-0.457, 0.230, -0.192], [1.206, -1.661, -0.384], [0.955, -2.834, 1.798], [-0.765, -3.084, 1.467], [0.467, -3.880, 0.468], [-1.577, -1.665, -1.146], [-3.266, -2.638, -2.343], [-4.262, -3.755, -5.795], [1.091, -3.131, -4.735], [0.770, -4.842, -4.452], [0.250, -4.089, -5.984], [1.527, 1.771, 3.579], [2.021, 3.990, 2.476], [2.505, 2.555, 1.598], [2.291, 2.668, -0.658], [1.102, 3.394, -2.717], [-1.864, 5.308, -0.325], [-0.688, 4.577, 1.737], [-1.126, 3.311, 5.330], [-1.356, 1.816, 4.396], [0.099, 2.026, 5.414]], "nbo_charge": [-0.617, -0.217, -0.454, -0.217, -0.048, -0.623, -0.605, 0.658, -0.629, 0.048, -0.370, 0.427, -0.661, -0.330, -0.126, -0.400, 0.669, -0.617, 0.023, -0.415, -0.064, -0.186, -0.289, 0.391, -0.328, -0.275, -0.159, -0.529, -0.254, 0.217, 0.205, 0.214, 0.197, 0.214, 0.214, 0.211, 0.214, 0.207, 0.208, 0.234, 0.406, 0.230, 0.491, 0.220, 0.218, 0.223, 0.180, 0.237, 0.207, 0.206, 0.229, 0.230, 0.236, 0.198, 0.190, 0.158], "total_charge": 0, "homo_lumo_gap_ev": 9.41, "spin_multiplicity": 1, "total_energy_ev": -38046.1995, "max_force_ev_per_a": 0.2, "smiles": "CCN(C[C@@H](C)NC(=O)c1cc(O)nn1C)C(=O)[C@@H](Cc1ccc(F)cc1)OC"}

{"formula": "C2H3NO2", "method": "the ωB97M-V functional and the def2-TZVPD basis", "elements": ["N", "C", "O", "H", "C", "O", "H", "H"], "xyz": [[-0.989, 1.432, -1.048], [-0.313, 1.314, -0.062], [0.181, 1.228, 0.965], [-0.929, 1.928, -1.941], [0.503, -1.493, 0.516], [0.668, -1.051, -0.580], [-0.442, -1.775, 0.950], [1.321, -1.583, 1.199]], "nbo_charge": [-0.785, 0.875, -0.525, 0.437, 0.302, -0.511, 0.104, 0.102], "total_charge": 0, "homo_lumo_gap_ev": 11.05, "spin_multiplicity": 1, "total_energy_ev": -7706.5449, "max_force_ev_per_a": 3.2, "smiles": "N=C=O.C=O"}

{"formula": "C11H12NO", "method": "the ωB97M-V functional and the def2-TZVPD basis", "elements": ["C", "C", "C", "C", "C", "C", "C", "C", "C", "C", "C", "N", "O", "H", "H", "H", "H", "H", "H", "H", "H", "H", "H", "H", "H"], "xyz": [[1.635, -0.458, 2.687], [2.119, -1.644, 2.155], [0.746, 0.313, 1.948], [1.762, -1.952, 0.872], [0.364, 0.066, 0.635], [0.965, -1.130, 0.089], [0.227, -1.257, -2.214], [-1.698, 0.866, -2.306], [-0.234, 0.577, -2.447], [-0.682, 1.333, -1.272], [-1.732, 1.232, 0.932], [-0.714, 0.647, 0.005], [0.697, -1.761, -1.131], [1.894, -0.026, 3.748], [2.783, -2.362, 2.635], [0.195, 1.134, 2.450], [2.290, -2.896, 0.517], [0.085, -1.946, -3.114], [-2.119, 1.657, -3.030], [-2.391, 0.038, -1.992], [0.397, 1.070, -3.243], [-0.491, 2.418, -1.227], [-1.701, 2.309, 1.101], [-2.804, 1.180, 0.441], [-1.593, 0.590, 1.760]], "nbo_charge": [-0.137, -0.223, -0.251, -0.214, 0.141, 0.249, 0.454, -0.434, -0.221, -0.083, -0.415, -0.424, -0.350, 0.254, 0.247, 0.239, 0.255, 0.231, 0.262, 0.257, 0.274, 0.236, 0.211, 0.221, 0.220], "total_charge": 1, "homo_lumo_gap_ev": [7.01, 7.01], "spin_multiplicity": 1, "total_energy_ev": -15127.4927, "max_force_ev_per_a": 4.0}

{"formula": "C9H13N2", "method": "the ωB97M-V functional and the def2-TZVPD basis", "elements": ["C", "C", "C", "C", "C", "C", "C", "C", "N", "C", "N", "H", "H", "H", "H", "H", "H", "H", "H", "H", "H", "H", "H", "H"], "xyz": [[-0.167, 1.973, 1.245], [0.094, 0.862, 0.088], [1.586, 1.053, -0.510], [2.407, 0.001, -0.709], [1.934, -1.363, -0.486], [0.823, -1.681, 0.111], [-0.076, -0.667, 0.764], [-1.517, -1.022, 0.809], [-1.984, -0.945, -0.636], [-1.704, 0.074, -1.373], [-0.723, 0.933, -1.067], [-0.108, 3.046, 0.945], [0.551, 1.812, 2.049], [-1.229, 1.845, 1.630], [1.911, 2.101, -0.653], [3.285, 0.092, -1.208], [2.754, -2.034, -0.643], [0.644, -2.655, 0.420], [0.294, -0.768, 1.844], [-1.691, -2.099, 1.086], [-2.182, -0.401, 1.457], [-2.549, -1.706, -1.016], [-2.061, 0.077, -2.402], [-0.293, 1.470, -1.746]], "nbo_charge": [-0.620, 0.110, -0.206, -0.178, -0.214, -0.169, -0.288, -0.230, -0.513, 0.389, -0.538, 0.239, 0.240, 0.214, 0.230, 0.224, 0.230, 0.214, 0.269, 0.241, 0.243, 0.443, 0.239, 0.432], "total_charge": 1, "homo_lumo_gap_ev": 9.04, "spin_multiplicity": 1, "total_energy_ev": -12516.0958, "max_force_ev_per_a": 4.5, "smiles": "C[C@@]12C=CC=C[C@@H]1C[NH+]=CN2"}

{"formula": "C2H5BrClN", "method": "the ωB97M-V functional and the def2-TZVPD basis", "elements": ["N", "C", "Cl", "C", "Br", "H", "H", "H", "H", "H"], "xyz": [[-1.322, -0.428, 0.483], [-0.123, 0.323, 0.465], [-0.165, 2.072, -0.168], [0.831, -0.318, -0.631], [2.643, -0.479, 0.027], [-1.928, -0.351, 1.195], [-1.663, -0.068, -0.359], [0.383, 0.389, 1.447], [0.844, 0.273, -1.564], [0.500, -1.413, -0.895]], "nbo_charge": [-0.800, -0.021, -0.149, -0.478, 0.006, 0.375, 0.365, 0.225, 0.236, 0.241], "total_charge": 0, "homo_lumo_gap_ev": 11.01, "spin_multiplicity": 1, "total_energy_ev": -86209.5340, "max_force_ev_per_a": 4.4, "smiles": "N[C@H](Cl)CBr"}

{"formula": "H4N3P", "method": "the ωB97M-V functional and the def2-TZVPD basis", "elements": ["N", "N", "N", "P", "H", "H", "H", "H"], "xyz": [[0.407, -1.404, -0.569], [1.189, -0.341, -0.685], [0.462, -0.469, 0.471], [-0.817, 0.644, 0.560], [-0.401, -1.334, -1.118], [0.542, 0.818, -1.365], [-0.303, 1.797, 0.852], [-1.080, 0.289, 1.855]], "nbo_charge": [-0.284, -0.159, -0.432, 0.495, 0.330, 0.138, -0.051, -0.038], "total_charge": 0, "homo_lumo_gap_ev": 9.36, "spin_multiplicity": 1, "total_energy_ev": -13817.2517, "max_force_ev_per_a": 7.3}

What did the sixth record say?
{"formula": "C2H5BrClN", "method": "the ωB97M-V functional and the def2-TZVPD basis", "elements": ["N", "C", "Cl", "C", "Br", "H", "H", "H", "H", "H"], "xyz": [[-1.322, -0.428, 0.483], [-0.123, 0.323, 0.465], [-0.165, 2.072, -0.168], [0.831, -0.318, -0.631], [2.643, -0.479, 0.027], [-1.928, -0.351, 1.195], [-1.663, -0.068, -0.359], [0.383, 0.389, 1.447], [0.844, 0.273, -1.564], [0.500, -1.413, -0.895]], "nbo_charge": [-0.800, -0.021, -0.149, -0.478, 0.006, 0.375, 0.365, 0.225, 0.236, 0.241], "total_charge": 0, "homo_lumo_gap_ev": 11.01, "spin_multiplicity": 1, "total_energy_ev": -86209.5340, "max_force_ev_per_a": 4.4, "smiles": "N[C@H](Cl)CBr"}